{"formula": "C2H9N3O", "method": "the ωB97M-V functional and the def2-TZVPD basis", "elements": ["N", "C", "N", "H", "H", "H", "H", "H", "N", "C", "O", "H", "H", "H", "H"], "xyz": [[0.672392, -0.039833, 1.243629], [1.653349, 0.323734, 1.982101], [2.688940, 1.053622, 1.468885], [-0.925970, 0.126541, -0.083577], [0.272286, -0.913887, 1.568587], [1.554809, 0.270523, 3.070074], [3.046037, 1.768117, 2.090046], [2.433145, 1.436400, 0.563145], [-1.025213, -0.798782, -2.330573], [-2.145038, -0.535601, -1.472964], [-1.839730, 0.295327, -0.356670], [-0.584187, 0.034504, -2.692856], [-0.394129, -1.480511, -1.946081], [-2.949397, -0.025912, -1.996776], [-2.457299, -1.514235, -1.106971]], "forces_ev_per_angstrom": [[1.252, -1.093, -0.878], [-1.406, 0.721, -0.100], [-0.446, 0.761, 0.294], [0.025, 0.055, 0.065], [-0.790, 0.537, 0.714], [0.912, -0.683, 0.056], [0.179, -0.120, -0.011], [0.260, -0.217, -0.062], [-0.681, 0.072, -0.448], [0.831, -0.082, 0.495], [-0.154, 0.171, -0.081], [0.188, -0.152, 0.167], [0.296, 0.209, -0.007], [-0.050, -0.130, -0.139], [-0.418, -0.050, -0.066]], "e_tot_ha": -321.08032, "charge": 0, "largest_force_ev_per_a": 1.880, "smiles": "[H]/N=C/N.NCO", "e_homo_ev": -9.15}